Computed, not measured: a structure of composition C4BCsO8 at a distorted geometry, with ωB97M-V/def2-TZVPD.

Geometry as ORCA input:
```
! wB97M-V def2-TZVPD RIJCOSX def2/J DEFGRID3
* xyz 0 1
Cs 3.46 -7.28 -0.56
O 3.00 -0.50 0.71
O -3.40 1.38 1.45
O -1.45 0.26 0.84
O -2.29 3.40 -0.45
O -0.61 1.87 -0.66
O 1.57 -2.10 -1.32
O 0.99 0.62 0.75
O 0.01 -0.48 -1.02
C -2.26 1.31 0.87
C 1.85 -0.31 0.29
C 1.12 -1.11 -0.75
C -1.71 2.37 -0.15
B -0.27 0.58 -0.01
*
```

The calculation puts the molar mass at 319.75 g/mol. Its energy above the lowest of the compared OMol25 structures with the same formula, charge and spin is 43.4 kcal per mole. The orbital gap comes out at 6.1 eV. The calculation puts the LUMO energy at -2.477 eV.

---

Computed, not measured: a structure of composition C4BF12O9P2V at a distorted geometry, with ωB97M-V/def2-TZVPD.

Geometry as ORCA input:
```
! wB97M-V def2-TZVPD RIJCOSX def2/J DEFGRID3
* xyz -1 2
V 6.73 -11.02 1.06
P 6.61 -8.18 1.07
P 7.21 -12.71 -1.61
F 5.80 -9.14 0.03
F 7.18 -7.24 -0.08
F 7.07 -11.15 -0.99
F 7.82 -9.24 0.75
F 6.16 -9.30 2.25
F 8.69 -12.68 -0.97
F 7.38 -14.21 -2.06
F 5.32 -7.29 1.26
F 5.74 -12.57 -2.16
F 6.68 -13.18 -0.09
F 7.41 -7.41 2.20
F 7.89 -12.16 -2.98
O 12.24 -11.26 0.24
O 13.78 -10.05 -0.85
O 11.78 -12.49 2.28
O 12.31 -10.08 2.27
O 10.17 -10.96 1.59
O 5.31 -11.57 1.30
O 8.36 -12.19 1.92
O 13.53 -8.33 1.59
O 10.39 -14.09 3.03
C 13.08 -10.24 0.11
C 13.03 -9.39 1.40
C 9.56 -11.99 2.05
C 10.62 -13.03 2.55
B 11.65 -11.20 1.59
*
```

The calculation puts the molar mass at 543.72 g/mol. Its energy above the lowest of the compared OMol25 structures with the same formula, charge and spin is 1.2 kcal per mole. Its expectation value of S² is 0.7739. The orbital gap (alpha / beta) comes out at 7.7 / 8.3 eV. The calculation puts the LUMO energy (alpha / beta) at -0.014 / 0.531 eV.